C5H40N3O12 | ωB97M-V/def2-TZVPD

```
! RIJCOSX wB97M-V def2-TZVPD def2/J DEFGRID3
* xyz 1 1
C -0.267 2.016 -1.842
C -1.067 1.663 -0.636
C -1.306 0.192 -0.411
C -1.415 -0.246 1.051
N -0.060 -0.449 1.609
C -0.063 -0.947 3.038
N -0.480 -2.399 3.094
N 1.198 1.644 -1.672
H -0.276 3.088 -2.020
H -0.682 1.594 -2.802
H -2.090 2.307 -0.658
H -0.678 2.076 0.423
H -2.262 -0.141 -1.019
H -0.534 -0.489 -0.911
H -2.162 -1.030 1.201
H -1.751 0.736 1.611
H 0.307 -1.152 1.065
H -0.778 -0.264 3.714
H 1.031 -0.995 3.324
H 0.031 -3.081 2.460
H -1.506 -2.685 3.087
H 1.663 1.901 -0.693
H 1.357 0.549 -1.905
H 1.661 2.434 -2.209
H 6.048 -0.197 -1.341
H 6.057 -0.254 0.046
O 5.544 -0.754 -0.564
H -4.703 -0.075 0.500
H -4.120 0.165 1.899
O -4.279 -0.556 1.222
H 1.428 1.387 1.419
H 2.803 1.986 1.471
O 2.084 1.860 0.815
H -4.382 -2.819 -0.444
H -3.291 -3.819 -0.442
O -3.721 -3.260 -0.956
H -1.282 -3.210 -2.678
H -2.355 -2.691 -1.678
O -1.519 -2.482 -2.131
H 1.856 1.962 3.501
H 3.287 1.854 4.028
O 2.827 2.077 3.210
H 0.962 -1.681 -2.748
H 1.223 -1.420 -1.471
O 1.714 -1.339 -2.324
H 0.982 -1.933 -5.801
H -0.281 -1.338 -5.993
O 0.112 -1.949 -5.451
H 1.776 -3.303 0.616
H 3.070 -2.761 0.217
O 2.205 -2.493 0.404
H 0.675 -0.460 -3.977
H 1.944 0.200 -4.512
O 1.068 0.413 -4.240
H -2.048 4.690 3.414
H -1.784 4.306 2.053
O -2.210 4.078 2.749
H -0.508 2.873 2.598
H -0.812 2.189 4.219
O -0.238 2.436 3.471
*
```

Results
Relative energy (zero: lowest compared OMol25 entry of this formula, charge and spin) in kJ/mol: 640.2
E_HOMO in eV: -11.1
Gap between HOMO and LUMO in eV: 9.00

=====

C5H40O17 | ωB97M-V/def2-TZVPD

```
! RIJCOSX wB97M-V def2-TZVPD def2/J DEFGRID3
* xyz 0 1
O -24.727 3.770 -2.411
H -23.869 4.045 -2.052
H -25.173 4.453 -2.969
H -24.571 2.887 -2.904
O -25.122 0.136 -1.638
H -24.714 0.735 -2.331
H -25.010 -0.814 -1.804
H -26.123 0.315 -1.636
C -24.684 -0.143 -5.270
C -24.390 1.293 -4.946
C -25.607 2.196 -5.324
O -23.909 1.600 -3.672
H -25.389 -0.563 -4.543
H -23.850 -0.752 -4.892
H -24.837 -0.366 -6.320
H -23.614 1.735 -5.594
H -26.406 2.130 -4.582
H -25.990 1.887 -6.300
H -25.317 3.248 -5.416
C -28.828 2.523 -2.809
C -27.748 1.860 -1.928
O -27.103 2.582 -1.145
O -27.740 0.597 -1.949
H -29.076 3.495 -2.376
H -29.817 2.113 -3.026
H -28.444 2.684 -3.821
O -21.463 2.966 -5.172
H -22.212 2.535 -4.730
H -20.766 2.988 -4.506
O -21.452 0.323 -2.663
H -22.037 0.004 -1.972
H -22.044 0.758 -3.297
O -29.295 1.409 -6.065
H -29.442 2.121 -5.438
H -28.634 0.845 -5.643
O -20.688 1.448 -7.449
H -20.265 2.129 -7.980
H -20.977 1.906 -6.640
O -27.861 -1.147 -5.722
H -27.439 -0.697 -6.471
H -27.236 -1.834 -5.469
O -24.322 6.424 -6.143
H -24.063 5.542 -6.439
H -25.259 6.486 -6.350
O -23.756 -1.266 -8.955
H -24.439 -1.850 -9.289
H -24.207 -0.422 -8.798
O -27.108 -0.481 -8.394
H -27.632 -0.600 -9.193
H -26.600 0.328 -8.551
O -22.330 4.587 -7.448
H -22.335 3.844 -6.826
H -21.736 4.309 -8.152
O -24.738 1.488 -8.759
H -24.161 1.839 -9.447
H -24.557 2.036 -7.986
O -25.875 -2.765 -7.407
H -26.212 -1.862 -7.550
H -25.519 -3.026 -8.256
O -26.248 5.523 -4.031
H -26.343 5.283 -4.958
H -26.205 6.486 -4.030
*
```

Results
Relative energy (zero: lowest compared OMol25 entry of this formula, charge and spin) in kJ/mol: 0.0
E_HOMO in eV: -8.8
Gap between HOMO and LUMO in eV: 8.24

=====

C5H41N2O13 | ωB97M-V/def2-TZVPD

```
! RIJCOSX wB97M-V def2-TZVPD def2/J DEFGRID3
* xyz 1 1
C -1.335 -2.375 1.939
C -1.354 -1.051 1.210
C -1.176 -1.260 -0.311
C -0.829 0.043 -0.948
C -0.838 -0.187 -2.503
N -1.211 1.034 -3.229
N -0.056 -0.403 1.688
H -0.466 -2.938 1.427
H -1.357 -2.361 2.979
H -2.121 -2.968 1.385
H -2.288 -0.436 1.325
H -0.566 -2.079 -0.727
H -1.994 -1.786 -0.831
H -1.589 0.796 -0.606
H 0.221 0.310 -0.807
H -1.521 -1.072 -2.754
H 0.112 -0.641 -2.845
H -2.187 1.060 -3.427
H -0.744 1.193 -4.126
H 0.655 -1.106 2.052
H 0.279 0.040 0.833
H -0.290 0.321 2.418
H 2.237 -1.577 2.851
H 2.270 -2.988 3.348
O 1.667 -2.243 3.304
H -3.945 -1.529 -0.077
H -4.842 -1.785 1.149
O -4.352 -2.211 0.445
H 1.340 3.514 3.084
H 1.921 4.279 2.015
O 2.150 3.549 2.567
H 1.440 -3.354 -0.794
H 2.755 -2.662 -1.043
O 2.042 -2.748 -0.379
H -2.987 -3.691 -1.124
H -2.675 -3.733 -2.538
O -2.286 -3.399 -1.734
H 3.908 -2.233 1.259
H 2.929 -1.206 0.611
O 3.431 -1.390 1.395
H -3.512 0.592 -1.460
H -5.010 1.153 -1.170
O -4.188 0.873 -0.793
H 3.071 2.746 -0.533
H 4.212 3.048 0.612
O 3.610 3.403 -0.058
H 4.072 -1.557 -2.074
H 2.958 -0.927 -3.001
O 3.202 -1.158 -2.116
H 1.304 1.648 -2.852
H 1.782 3.041 -2.082
O 2.013 2.229 -2.508
H 1.593 2.001 -0.458
H 1.989 2.131 0.960
O 1.242 1.913 0.423
H -0.102 4.244 0.110
H 1.169 4.982 0.664
O 0.304 4.569 0.908
H -2.162 1.701 1.622
H -2.042 2.770 2.827
O -1.854 1.870 2.501
*
```

Results
Relative energy (zero: lowest compared OMol25 entry of this formula, charge and spin) in kJ/mol: 602.2
E_HOMO in eV: -12.5
Gap between HOMO and LUMO in eV: 10.06

=====

C5H41NO15 | ωB97M-V/def2-TZVPD

```
! RIJCOSX wB97M-V def2-TZVPD def2/J DEFGRID3
* xyz 0 1
C -1.833 0.106 -3.547
C -1.261 1.509 -3.514
C -0.614 1.876 -2.217
C -0.207 0.887 -1.358
N 0.259 1.190 -0.097
C -0.350 3.334 -1.923
H -2.491 0.058 -4.506
H -1.167 -0.733 -3.490
H -2.682 -0.144 -2.879
H -0.458 1.524 -4.320
H -1.971 2.341 -3.903
H -0.590 -0.160 -1.588
H 0.534 2.244 0.178
H 0.602 0.439 0.518
H 0.416 3.508 -1.234
H -1.291 3.837 -1.683
H -0.098 3.754 -2.846
H 2.613 3.508 0.387
H 1.731 4.357 -0.400
O 2.230 4.384 0.382
H 3.884 -2.547 1.833
H 3.039 -1.817 2.993
O 3.862 -1.758 2.479
H -2.546 -1.459 -0.488
H -3.146 -2.627 -1.226
O -2.405 -2.137 -1.215
H 1.505 -1.325 -2.876
H 1.938 -2.730 -3.221
O 1.184 -2.153 -3.209
H -3.731 -1.824 1.801
H -3.134 -0.354 1.291
O -3.031 -1.348 1.483
H -2.930 3.984 0.168
H -1.726 3.727 1.263
O -2.558 3.351 0.841
H 2.338 -4.089 0.462
H 1.712 -4.280 -0.971
O 2.438 -3.856 -0.478
H 0.911 4.312 1.521
H 0.306 4.024 2.851
O 0.065 4.035 1.942
H 0.946 -2.639 2.645
H 0.375 -1.359 3.368
O 0.918 -1.717 2.608
H -3.123 1.294 0.095
H -1.663 1.415 0.678
O -2.649 0.974 0.867
H 1.548 -1.294 0.235
H 2.887 -1.054 1.052
O 2.399 -0.666 0.299
H 0.247 -3.346 -2.195
H -0.775 -3.910 -1.115
O 0.059 -3.996 -1.593
H 4.119 1.615 0.669
H 2.862 1.024 -0.182
O 3.378 1.791 -0.031
H -1.116 -4.071 1.453
H -1.659 -2.679 1.908
O -1.078 -3.388 2.151
H -1.462 -1.206 4.138
H -1.621 -0.471 2.802
O -1.231 -0.448 3.580
*
```

Results
Relative energy (zero: lowest compared OMol25 entry of this formula, charge and spin) in kJ/mol: 481.4
E_HOMO in eV: -7.5
Gap between HOMO and LUMO in eV: 7.56

=====

C5H41NO15 | ωB97M-V/def2-TZVPD

```
! RIJCOSX wB97M-V def2-TZVPD def2/J DEFGRID3
* xyz 1 2
N 1.658 0.520 -2.249
C 0.997 -0.315 -1.190
C -0.117 0.671 -0.701
C 0.597 2.012 -0.672
C 1.483 1.963 -1.971
C 2.775 2.711 -1.899
H 1.331 0.214 -3.190
H 0.686 -1.247 -1.623
H 1.720 -0.485 -0.384
H -0.404 0.529 0.370
H -1.031 0.557 -1.240
H 1.024 2.366 0.207
H -0.179 2.765 -0.795
H 0.825 2.471 -2.804
H 2.408 3.631 -1.483
H 3.173 2.887 -2.922
H 3.501 2.284 -1.169
H 2.880 0.611 -0.306
H 2.674 0.207 1.213
O 3.287 0.420 0.554
H -3.372 1.420 -1.573
H -3.315 -0.109 -1.961
O -3.765 0.609 -1.476
H -1.084 -3.302 -1.674
H -2.001 -3.863 -0.628
O -1.977 -3.484 -1.507
H 1.533 2.649 3.774
H 1.370 1.164 3.488
O 1.419 1.849 4.251
H 0.666 -2.738 0.429
H -0.573 -2.380 1.242
O -0.312 -2.858 0.460
H -3.351 -1.546 -3.695
H -2.640 -2.154 -2.441
O -2.711 -1.332 -3.051
H -0.492 -0.787 -4.606
H -1.150 -0.083 -3.429
O -0.494 0.096 -4.207
H -0.132 3.396 2.853
H 1.105 3.952 2.053
O 0.435 3.237 2.074
H 1.677 -3.314 -1.937
H 1.094 -4.185 -2.904
O 0.939 -3.312 -2.552
H -1.808 2.151 3.483
H -0.417 2.496 4.237
O -1.287 2.817 4.060
H -3.955 0.134 0.280
H -3.450 -1.306 0.231
O -3.706 -0.647 0.809
H -0.266 -2.341 3.918
H -1.118 -1.291 3.105
O -0.442 -1.923 3.046
H 0.589 -0.099 1.798
H 1.214 -0.708 3.007
O 1.324 -0.058 2.362
H 3.174 -3.168 0.855
H 3.302 -2.013 -0.166
O 2.760 -2.814 -0.011
H -2.511 0.105 2.074
H -3.174 0.415 3.324
O -2.385 0.553 2.857
*
```

Results
Relative energy (zero: lowest compared OMol25 entry of this formula, charge and spin) in kJ/mol: 87.5
E_HOMO (spin up / spin down) in eV: -13.1 / -13.1
Gap between HOMO and LUMO (spin up / spin down) in eV: 10.53 / 5.96

=====

C5H42N2O14 | ωB97M-V/def2-TZVPD

```
! RIJCOSX wB97M-V def2-TZVPD def2/J DEFGRID3
* xyz 2 1
C 2.480 -1.469 -1.107
C 0.975 -1.287 -1.098
C 0.486 0.145 -0.804
C 0.839 0.684 0.595
C -1.309 0.711 1.793
N -0.086 0.056 1.537
N 0.527 -1.850 -2.442
H 2.966 -1.216 -0.112
H 2.872 -2.479 -1.093
H 2.876 -0.769 -1.853
H 0.379 -1.858 -0.362
H -0.635 0.164 -1.026
H 0.982 0.725 -1.623
H 0.726 1.777 0.590
H 1.875 0.373 0.797
H -1.873 0.394 2.703
H -1.700 1.223 0.966
H 0.259 -0.579 2.209
H 0.645 -1.114 -3.199
H -0.488 -1.930 -2.626
H 1.076 -2.645 -2.780
H -0.119 3.285 -1.028
H 0.838 4.104 -1.893
O 0.781 3.264 -1.440
H -2.149 -3.398 1.832
H -1.065 -2.694 0.948
O -1.924 -3.147 0.926
H -2.454 -0.894 -1.763
H -3.227 -0.752 -3.049
O -2.316 -0.728 -2.710
H 2.056 2.545 2.500
H 2.316 1.219 3.172
O 1.661 1.943 3.157
H 1.896 3.293 -0.153
H 3.076 3.873 0.554
O 2.270 3.402 0.766
H -0.829 2.888 1.982
H 0.229 1.980 2.851
O -0.812 2.025 2.508
H 1.159 -3.309 0.772
H 1.201 -3.793 2.159
O 0.899 -2.986 1.681
H -1.134 0.661 -3.824
H -0.192 1.024 -4.927
O -0.279 0.382 -4.202
H -4.201 -0.884 0.149
H -2.956 -1.855 0.273
O -3.236 -0.925 0.143
H 2.276 -4.656 -0.937
H 0.802 -4.687 -1.316
O 1.551 -4.074 -1.226
H 2.507 -1.272 3.683
H 1.987 -1.548 2.308
O 2.398 -0.845 2.833
H -2.444 -3.497 -2.492
H -1.949 -3.898 -1.089
O -2.147 -3.152 -1.645
H -0.601 4.969 1.900
H 0.736 4.438 1.352
O -0.195 4.360 1.279
H -2.519 2.865 -0.733
H -2.030 4.223 -0.748
O -1.920 3.418 -0.214
*
```

Results
Relative energy (zero: lowest compared OMol25 entry of this formula, charge and spin) in kJ/mol: 295.0
E_HOMO in eV: -15.0
Gap between HOMO and LUMO in eV: 9.92

=====

C5H4Br2OS | ωB97M-V/def2-TZVPD

```
! RIJCOSX wB97M-V def2-TZVPD def2/J DEFGRID3
* xyz 0 1
C 2.919 -0.274 -0.100
O 1.885 -0.474 0.908
C 0.720 -0.132 0.529
C -0.349 0.104 0.031
C -1.692 0.616 -0.269
Br -2.119 2.272 0.823
C -2.674 -0.465 0.087
S -3.315 -0.761 1.516
Br -2.805 -1.640 -1.430
H 3.040 0.870 0.041
H 2.622 -0.451 -1.056
H 3.747 -0.768 0.248
H -1.978 1.103 -1.326
*
```

Results
Relative energy (zero: lowest compared OMol25 entry of this formula, charge and spin) in kJ/mol: 362.0
E_HOMO in eV: -9.1
Gap between HOMO and LUMO in eV: 8.37
SMILES: COC#C[C@H](Br)C(=S)Br

=====

C5H4BrF3O5S | ωB97M-V/def2-TZVPD

```
! RIJCOSX wB97M-V def2-TZVPD def2/J DEFGRID3
* xyz 0 1
O 2.110 -1.655 1.588
C 2.244 -1.404 0.444
Br 1.737 -2.698 -0.918
C 2.777 -0.109 -0.130
C 1.672 0.970 -0.201
O 0.399 0.414 0.194
C -0.686 0.918 -0.369
O -0.816 1.459 -1.418
S -2.158 0.691 0.743
O -2.961 1.867 0.618
O -1.731 0.153 1.994
C -3.054 -0.678 -0.156
F -3.753 -0.200 -1.161
F -2.165 -1.555 -0.612
F -3.856 -1.264 0.710
H 3.578 0.211 0.543
H 3.170 -0.287 -1.130
H 1.895 1.800 0.475
H 1.598 1.366 -1.215
*
```

Results
E_HOMO in eV: -10.9
Gap between HOMO and LUMO in eV: 10.65
SMILES: O=C(Br)CCOC(=O)S(=O)(=O)C(F)(F)F

=====

C5H4BrNNiOTe4 | ωB97M-V/def2-TZVPD

```
! RIJCOSX wB97M-V def2-TZVPD def2/J DEFGRID3
* xyz 0 3
Ni -1.124 -1.589 0.718
O 2.167 3.024 -1.209
C 1.322 1.983 -0.924
C 0.086 2.335 -0.380
C -0.710 1.256 0.014
N -0.288 -0.051 -0.070
C 0.861 -0.361 -0.723
Br 1.237 -2.129 -1.163
C 1.765 0.671 -0.948
H 3.018 2.680 -1.444
H -0.274 3.354 -0.223
H -1.696 1.271 0.426
H 2.767 0.481 -1.246
Te -0.075 -3.529 2.070
Te -2.669 -1.717 2.697
Te -3.917 -4.166 2.332
Te -2.470 -3.512 0.073
*
```

Results
Relative energy (zero: lowest compared OMol25 entry of this formula, charge and spin) in kJ/mol: 114.0
E_HOMO (spin up / spin down) in eV: -6.4 / -7.1
Gap between HOMO and LUMO (spin up / spin down) in eV: 5.30 / 6.07

=====

C5H4Cl2INO | ωB97M-V/def2-TZVPD

```
! RIJCOSX wB97M-V def2-TZVPD def2/J DEFGRID3
* xyz 0 3
C 0.380 -0.359 1.336
C 0.103 -0.363 -1.586
C 0.958 -1.243 0.515
C 1.035 -1.034 -0.920
C -0.569 1.107 0.134
N -1.685 1.437 0.872
O -0.861 0.397 -0.994
Cl 1.890 -2.489 1.258
Cl 0.563 2.498 -0.067
I 2.380 -2.146 -2.029
H 0.272 -0.366 2.323
H -0.207 -0.583 -2.707
H -2.358 0.739 0.784
H -1.902 2.406 1.082
*
```

Results
E_HOMO (spin up / spin down) in eV: -5.7 / -8.8
Gap between HOMO and LUMO (spin up / spin down) in eV: 6.05 / 6.40

=====

C5H4ClNO3 | ωB97M-V/def2-TZVPD

```
! RIJCOSX wB97M-V def2-TZVPD def2/J DEFGRID3
* xyz 0 1
O 0.770 -3.090 -2.881
N 1.291 -2.255 -2.174
O 2.291 -2.421 -1.524
C 0.662 -0.936 -2.081
Cl 1.853 0.321 -2.783
C 0.108 -0.440 -0.815
C 0.469 -0.711 0.478
C -0.158 0.217 1.251
C -0.818 1.050 0.423
O -0.557 0.703 -0.901
H -0.101 -0.860 -3.071
H 1.055 -1.456 0.865
H -0.045 0.121 2.290
H -1.421 2.041 0.673
*
```

Results
Relative energy (zero: lowest compared OMol25 entry of this formula, charge and spin) in kJ/mol: 251.5
E_HOMO in eV: -9.4
Gap between HOMO and LUMO in eV: 8.84
SMILES: O=[N+]([O-])[C@H](Cl)c1ccco1

=====

C5H4F2O2 | ωB97M-V/def2-TZVPD

```
! RIJCOSX wB97M-V def2-TZVPD def2/J DEFGRID3
* xyz 0 1
O 3.027 0.836 -0.477
C 1.837 1.076 -0.279
C 0.815 0.029 -0.137
C -0.928 0.574 0.199
C -2.248 0.359 -0.043
F -2.609 -0.614 -0.866
F -3.314 1.162 0.201
C 1.125 -1.273 -0.036
O 0.257 -2.264 0.264
H 1.354 2.166 -0.199
H -0.780 1.300 0.917
H 2.079 -1.574 -0.067
H -0.615 -1.778 0.523
*
```

Results
Relative energy (zero: lowest compared OMol25 entry of this formula, charge and spin) in kJ/mol: 207.5
E_HOMO in eV: -9.8
Gap between HOMO and LUMO in eV: 9.77
SMILES: O=C/C(C=C(F)F)=C/O

=====

Please write out number 12 again, unchanged.
C5H4F2O2 | ωB97M-V/def2-TZVPD

```
! RIJCOSX wB97M-V def2-TZVPD def2/J DEFGRID3
* xyz 0 1
O 3.027 0.836 -0.477
C 1.837 1.076 -0.279
C 0.815 0.029 -0.137
C -0.928 0.574 0.199
C -2.248 0.359 -0.043
F -2.609 -0.614 -0.866
F -3.314 1.162 0.201
C 1.125 -1.273 -0.036
O 0.257 -2.264 0.264
H 1.354 2.166 -0.199
H -0.780 1.300 0.917
H 2.079 -1.574 -0.067
H -0.615 -1.778 0.523
*
```

Results
Relative energy (zero: lowest compared OMol25 entry of this formula, charge and spin) in kJ/mol: 207.5
E_HOMO in eV: -9.8
Gap between HOMO and LUMO in eV: 9.77
SMILES: O=C/C(C=C(F)F)=C/O